Molecular formula: C4H9N
Method: DFT, wB97M-V/def2-TZVPD

Cartesian coordinates (Å):
C -0.7627 -0.8412 0.2908
C 0.3803 -0.8897 -0.6622
C 0.4941 0.6720 -0.9968
N -0.1138 1.3095 0.2105
C -0.2676 0.2788 1.2486
H -1.6311 -0.4205 -0.2160
H -1.0728 -1.7351 0.8385
H 1.3570 -1.1755 -0.2732
H 0.1121 -1.5366 -1.4940
H -0.1866 0.8371 -1.8293
H 1.4760 1.0355 -1.2617
H 0.4101 2.1116 0.5304
H 0.7384 -0.0534 1.5203
H -0.9334 0.4076 2.0942

Properties
**Energy above the lowest of the compared OMol25 structures with the same formula, charge and spin**: 15.1 kcal/mol
**Largest force on an atom**: 0.0474 Eh/bohr
**Orbital gap**: 9.7 eV
**SMILES**: C1CCNC1
**Molar mass**: 71.123 g/mol